9 unconnected molecules or ions with the total composition C18H36O36S9, computed with ωB97M-V/def2-TZVPD.

Calculated values
DFT total energy: -6999.35124 Eh
gap between HOMO and LUMO: 11.20 eV
SMILES string: O=S1(=O)OCCO1.O=S1(=O)OCCO1.O=S1(=O)OCCO1.O=S1(=O)OCCO1.O=S1(=O)OCCO1.O=S1(=O)OCCO1.O=S1(=O)OCCO1.O=S1(=O)OCCO1.O=S1(=O)OCCO1
LUMO level: 0.007 hartree
E_HOMO: -11.02 eV

Each line ends with the Mulliken charge.
Atoms and positions in Å:
S: -6.453 2.955 -8.082  1.092
S: 9.434 -6.206 -1.848  1.141
S: 0.294 1.241 -1.386  1.080
S: 3.264 -6.691 5.570  1.097
S: -7.086 -5.143 -4.496  1.100
S: -0.085 1.291 8.289  1.097
S: 4.126 6.320 -8.219  1.091
S: -6.884 -2.209 7.447  1.090
S: 4.422 6.807 1.180  1.105
O: -7.389 1.806 -8.832  -0.322
O: -8.180 -3.096 7.802  -0.309
O: 1.711 1.515 -1.391  -0.487
O: -1.321 1.928 7.326  -0.326
O: 8.552 -6.206 -3.259  -0.355
O: -7.211 -0.857 6.902  -0.525
O: -0.483 1.396 -2.573  -0.474
O: -6.566 -3.801 -5.081  -0.270
O: -6.419 -2.208 9.074  -0.327
O: 4.267 5.343 -7.134  -0.514
O: 10.737 -5.622 -1.950  -0.491
O: 0.947 0.836 7.375  -0.522
O: 5.006 6.297 -9.362  -0.502
O: -5.932 -5.034 -3.302  -0.331
O: -7.260 2.747 -6.702  -0.327
O: 0.052 -0.311 -0.771  -0.381
O: -0.517 0.336 9.261  -0.498
O: 2.504 -6.206 4.437  -0.518
O: -5.101 2.377 -7.951  -0.509
O: -0.364 1.780 0.048  -0.333
O: -5.969 -2.970 6.617  -0.515
O: 2.549 -7.111 6.819  -0.519
O: 4.086 7.856 -7.555  -0.315
O: 4.468 -5.602 5.863  -0.329
O: 8.476 -5.044 -1.252  -0.320
O: 3.287 7.386 1.789  -0.519
O: 9.053 -7.467 -1.216  -0.528
O: 4.302 -7.834 4.943  -0.321
O: 4.319 7.085 -0.430  -0.301
O: -8.380 -4.932 -3.853  -0.528
O: 5.706 7.839 1.175  -0.333
O: 2.558 6.471 -8.719  -0.320
O: -6.862 -6.327 -5.334  -0.528
O: 0.265 2.776 8.891  -0.330
O: -6.703 4.325 -8.566  -0.523
O: 4.837 5.502 1.613  -0.523
C: -7.994 -3.974 8.883  -0.256
C: 7.165 -5.955 -3.026  -0.299
C: 2.795 8.218 -7.261  -0.273
C: 5.777 -6.015 5.407  -0.215
C: -4.812 -4.286 -3.724  -0.177
C: 5.651 -7.546 5.350  -0.302
C: -0.414 0.870 1.104  -0.230
C: -1.204 3.372 7.205  -0.289
C: 7.229 -4.910 -1.890  -0.230
C: -5.133 -3.736 -5.075  -0.296
C: -8.630 2.414 -6.827  -0.210
C: 0.052 3.843 8.009  -0.245
C: 5.644 7.150 -1.007  -0.264
C: 1.753 7.143 -7.843  -0.258
C: 0.031 -0.468 0.583  -0.227
C: 6.636 7.438 0.164  -0.263
C: -6.952 -3.321 9.756  -0.202
C: -8.649 1.737 -8.163  -0.186
H: 7.306 8.262 -0.082  0.297
H: 2.585 8.391 -6.205  0.268
H: -4.844 -2.728 -5.375  0.300
H: -0.715 -1.157 0.981  0.274
H: 7.117 -3.884 -2.242  0.281
H: 0.280 1.226 1.866  0.235
H: -6.140 -4.026 9.928  0.258
H: -8.947 -4.068 9.403  0.271
H: 5.517 7.966 -1.719  0.259
H: 1.059 -0.648 0.895  0.284
H: 5.958 -8.065 6.258  0.292
H: -2.158 3.785 7.532  0.270
H: 5.841 6.232 -1.561  0.256
H: 2.714 9.232 -7.651  0.290
H: -0.200 4.791 8.485  0.291
H: 6.028 -5.492 4.484  0.255
H: -8.927 0.683 -8.170  0.293
H: 6.456 -5.156 -1.162  0.236
H: -4.789 -3.463 -3.010  0.195
H: -1.115 3.642 6.153  0.265
H: 6.393 -5.667 6.236  0.249
H: 0.933 7.594 -8.404  0.261
H: -4.766 -4.379 -5.875  0.252
H: -1.454 0.783 1.421  0.259
H: -9.304 2.309 -8.820  0.232
H: 6.370 -7.964 4.646  0.313
H: -4.016 -4.985 -3.467  0.283
H: 6.700 -5.632 -3.957  0.283
H: 7.124 6.501 0.434  0.286
H: 1.351 6.395 -7.160  0.273
H: -8.746 1.727 -5.989  0.202
H: 6.781 -6.896 -2.632  0.282
H: -7.477 -2.968 10.644  0.260
H: 0.913 3.971 7.354  0.288
H: -9.180 3.325 -6.592  0.259
H: -7.651 -4.953 8.547  0.255

Cartesian forces, eV/Å:
S 0.5708 -0.4550 -0.0010
S -3.7907 -0.0516 -0.3467
S 0.5374 -2.5692 3.5619
S -0.6584 -0.0607 0.4379
S -0.6839 -1.8516 2.4587
S 0.2539 0.7639 -2.8480
S -0.3005 0.3059 1.0851
S 0.5605 1.6077 -1.0278
S 1.4402 1.0103 -1.1963
O 1.4785 1.4245 0.8200
O -0.4073 1.0845 -1.6040
O -1.6638 0.0376 -0.1201
O 1.3028 -0.4237 1.2730
O 2.3453 -0.1186 -0.5262
O 0.3389 -3.8132 2.5610
O 0.2106 0.1948 1.3858
O -0.7321 1.1126 -1.7734
O 0.0217 1.1265 -2.3473
O -0.5148 1.9218 -2.2803
O -1.1400 -1.3826 -0.1843
O -1.0800 1.0661 1.2026
O -1.4909 0.0666 1.6817
O -2.2777 -1.6391 -0.7774
O 2.4307 1.0294 0.3737
O -0.2162 -0.1961 -4.2506
O -0.2610 1.7054 -0.2737
O 0.6944 -0.7674 1.6813
O -3.2798 1.8396 -0.3908
O 0.1938 2.1724 -2.8697
O -1.0470 0.5627 1.6758
O 2.7287 1.2077 -3.6666
O 1.6310 -2.6179 -0.7670
O -1.5725 -0.7056 0.1950
O 1.2739 -0.1247 0.6552
O 0.1099 0.3570 -0.0697
O 1.7299 1.9218 -0.6831
O -0.4019 0.7849 1.1413
O -0.3370 -1.7277 1.0230
O 2.4047 -0.3724 -1.6167
O 0.0535 -0.3905 1.8782
O 2.6964 -2.1916 -2.1480
O -0.2120 2.7268 1.4183
O 0.4787 -1.5942 1.6753
O 0.6651 -3.2294 0.7343
O -0.0069 0.8859 -1.0789
C -0.1188 -0.6218 -0.1251
C 1.2084 -0.2532 1.2621
C -2.7744 1.2704 0.9085
C -0.9148 -0.2932 1.2423
C 0.2229 0.4373 2.4429
C 0.9957 -0.0137 -0.4920
C -0.0117 0.3870 0.7653
C -0.0598 -0.2712 -0.4202
C -1.2626 -0.3000 -0.1801
C 0.2306 -0.9461 -1.7911
C 1.4680 -0.2944 1.5555
C -1.3429 -0.5788 -1.6569
C -0.4466 0.1982 -0.5687
C 0.6855 1.3671 1.1057
C 1.0040 0.7469 1.2982
C -1.6777 -0.4827 -0.8224
C 0.1880 -0.2053 0.5431
C -1.7406 0.1797 -2.3275
H -0.0587 -0.1852 0.3815
H 0.4829 -0.6122 0.3567
H -0.0780 0.0211 0.7594
H 0.4455 -0.7196 -0.7449
H 0.1307 -0.0553 0.0304
H -0.4577 0.0368 0.3013
H -0.0865 0.1611 0.5292
H 0.0348 -0.0167 -0.2221
H 0.4771 0.0456 0.0591
H -0.1602 -0.5802 0.4090
H -0.7025 0.3504 0.5249
H 0.2081 0.0252 0.4472
H 0.1155 -0.0126 0.1941
H -0.6108 -0.1607 -0.6424
H 0.3142 -0.3824 0.5969
H -0.1383 -0.3242 -0.0947
H -0.0386 0.1774 0.2622
H -0.0764 0.3085 0.0165
H 0.3869 0.1546 0.0553
H 0.1755 -0.2758 -0.0519
H 0.4804 -0.2349 -0.3556
H 0.1806 0.1258 0.0495
H 0.0009 -0.1814 -0.0620
H 0.1187 0.4768 0.2832
H -0.5191 -0.3763 0.0032
H -0.5050 0.0559 -0.6251
H 0.7448 0.5596 -1.1213
H 0.1364 -0.0366 0.2173
H 0.3220 0.2927 0.1994
H 0.0139 0.5224 0.6583
H -0.5205 -0.1255 -0.1687
H -0.5627 0.0960 -0.2544
H 0.6840 0.0919 0.2596
H 0.0134 -0.0308 0.0430
H -0.5172 -0.1824 -0.8543
H -0.1640 0.0309 -0.2509